20 unconnected molecules or ions with the total composition C112H178N26O29 in a non-equilibrium geometry. Source: the Open Molecules 2025 dataset; level of theory: the ωB97M-V functional and the def2-TZVPD basis.

Computed properties:
Charge: +8
Molar mass (g mol⁻¹): 2352.8
LUMO energy (eV): -11.81
HOMO-LUMO gap (eV): 4.568

Cartesian coordinates (Å):
C: 11.98119 2.16356 0.84992
H: -1.01729 14.75968 11.90445
C: 3.70576 7.20011 -1.15461
H: -6.23984 -6.75328 2.74942
H: -8.08993 14.34749 -7.51252
H: 2.06637 -4.08390 7.63060
H: -1.33158 -2.23110 -2.21078
H: -2.53700 -3.66169 3.09717
H: 6.70197 -4.02100 -4.83247
O: 0.40850 -4.95321 -5.04448
H: -7.53599 13.54436 -9.01402
H: -1.22362 0.32849 -3.35133
C: 3.87996 -2.07167 5.05136
H: -6.20203 -3.70217 3.30280
C: -1.33159 12.69462 10.26459
H: 5.85947 7.67908 -2.15168
C: -3.54064 -2.70222 4.71773
N: 1.33937 -0.49376 -1.42276
N: 6.50644 0.76264 -4.04586
O: -6.75858 -2.21926 0.62634
H: -4.18254 10.86487 -3.35706
H: 2.17611 -8.27299 1.72905
H: 10.73214 -12.00464 -0.68331
N: 4.20348 2.72892 -1.15459
O: 4.58815 -7.51665 -3.78388
H: -0.58772 9.07652 8.53692
H: 7.02092 -9.12161 -0.87486
H: -10.68633 -2.54236 -1.36375
C: 10.34898 -9.20554 0.92717
O: 0.44746 -3.31322 8.83683
C: 4.96212 5.54296 0.21175
C: -4.31817 -2.79678 -6.86902
H: -1.24829 -9.03972 -1.16330
C: -3.17282 -3.65386 -9.85123
H: -1.43281 -0.70640 -1.14001
C: -3.61842 -5.85314 3.15357
H: 4.28313 0.07024 8.51109
C: 2.55485 -1.41000 8.50031
H: -12.50321 -0.74883 -0.09210
O: 7.31823 -1.18516 1.34933
C: 7.90812 -9.20803 -0.28027
H: -0.25791 11.85417 6.69175
H: 3.75258 -7.35320 -6.49711
H: -8.93852 12.19077 -6.81555
H: -1.46550 12.83447 11.27239
H: 3.84596 -1.02206 0.18220
N: 1.21990 -4.42024 3.09814
C: -1.53550 -8.23333 -5.00650
N: 0.09799 -7.41421 -0.92788
H: -6.82469 6.67762 -2.92959
H: 3.09683 -2.33534 8.78970
H: -1.44575 -4.12896 -4.73517
H: -2.90919 -4.42901 -2.99299
H: -5.47670 -3.07103 -5.12935
H: 11.82285 4.60915 0.08842
H: 4.44273 -1.82291 7.12370
C: -9.76897 -0.04876 0.80760
C: -0.57612 13.52278 8.16533
H: -1.66194 -6.76872 -1.83538
H: -1.90583 16.89232 12.76568
H: -8.66370 -6.48867 2.37827
N: -4.39319 -4.67899 3.59520
H: 8.48126 -11.29093 -0.78323
H: 6.99622 -3.63869 0.56957
H: 0.28168 -1.61296 0.04110
C: -10.39772 -0.41575 2.07850
O: -7.94601 4.65831 -2.67395
C: -4.56320 -4.73554 5.10660
H: -12.77409 0.47380 -2.44192
O: 0.04864 9.58648 5.11693
H: -10.87822 -2.51262 0.36256
C: -2.23848 -1.54616 -9.35934
H: 3.23356 -0.35739 -2.69388
H: -2.41710 -5.00919 -0.37260
H: -1.20560 -9.22707 -5.38057
H: 7.95761 6.57221 -1.91867
H: -1.94183 -0.78457 -8.61360
C: -11.82243 -0.08291 -0.62650
H: -2.54170 -8.01544 -5.23386
H: 2.02641 -0.32467 5.38246
C: 6.74136 -4.70580 0.72823
H: -3.34345 -5.50199 2.18946
C: -10.29551 -2.12648 -0.44471
C: 3.27418 -0.15393 8.94558
H: 6.75301 2.82661 -4.17254
H: 3.56493 -3.29754 6.87120
H: -0.13672 -4.17258 10.50377
H: 3.97174 -6.56183 1.30542
N: 9.96234 -10.33501 0.29449
N: -6.06168 -2.74070 -0.27934
C: -10.71462 -0.11723 -2.79219
H: -1.03619 -3.30500 -7.04327
H: -1.87702 -7.55243 -0.34178
C: 5.15753 -5.26889 -5.56003
C: -1.10657 11.41594 9.86699
C: -2.84171 -2.69066 -8.93101
H: -7.65926 8.33114 -4.54911
H: -8.74511 -0.43781 0.79383
H: 6.16802 -2.44128 -3.10022
H: 7.43925 2.46216 -0.06803
C: -6.01930 9.79774 -4.08048
C: -6.81166 8.64403 -3.92871
H: -1.98464 19.71023 10.79598
H: 0.65692 -6.12083 -2.52316
H: -10.28203 -1.47541 2.38277
H: -5.56755 6.04090 -1.30491
C: 6.90130 2.01801 -3.40396
H: 1.86486 -7.33690 -2.13753
O: -1.55395 -8.24337 -3.54943
H: -4.48632 -5.74982 5.38841
C: -1.70830 -2.36467 -13.05930
C: -1.28828 15.21056 9.81982
C: 0.53189 0.55145 -2.17143
H: 1.68222 -5.96195 -1.05213
C: -8.06170 -5.58823 2.45057
H: -1.44197 16.08021 7.89412
H: 0.26312 -6.77842 1.07403
C: -6.32460 10.81830 -5.18249
H: -2.66084 -2.34017 -13.62913
C: 8.41850 2.98679 0.14803
C: -4.48297 8.93789 -2.43588
C: 5.05676 -6.45851 1.18017
H: -0.99031 -1.53981 -13.26798
H: 0.77676 -2.58334 -1.45216
N: 0.29917 -1.21779 -6.52792
H: 1.58061 -1.50149 9.01141
C: 6.03002 6.91509 -1.39631
H: -3.60696 -4.59213 -9.49178
C: 8.45471 4.34661 -0.12937
C: -6.36245 7.62441 -3.08639
N: -5.17788 7.78425 -2.40815
C: -1.56793 16.26878 8.92488
H: -0.01571 -0.74426 -3.83042
C: -2.83499 -3.49294 -11.16642
O: 1.36795 -3.23265 3.42472
H: 3.03925 7.50280 -0.34327
H: 1.96552 -0.41460 2.62388
H: 5.93862 -8.43041 0.93578
H: -0.92789 -7.42041 -5.42195
H: 2.24498 -4.37169 -6.57282
C: -1.07079 13.80154 9.41598
H: 12.66880 2.94327 1.19960
H: 7.98370 2.01291 -3.22042
O: -6.54630 -3.04168 -1.37294
H: -5.24442 -2.53702 -7.47142
C: -2.04685 17.48829 9.42910
H: -8.59362 -4.73941 2.86778
H: 4.90726 -3.25380 0.60727
C: -3.57374 -3.41739 3.36204
H: -0.23334 -8.48845 0.84392
N: 0.87419 -4.35917 -4.06921
C: 8.34615 -8.11302 0.51801
H: 5.53451 -6.29635 -5.40524
C: 10.84440 4.21470 0.22234
O: 0.26310 0.01082 -6.43971
N: 4.88111 -7.37853 -2.58928
C: 6.11257 0.72923 -5.32946
O: 6.78552 -1.69159 -0.73238
C: 3.68457 -2.92135 -5.94816
N: -2.13385 17.63305 10.78613
H: -0.40572 14.31534 7.48923
H: -2.84894 -6.01856 3.86004
H: 0.55265 -8.16827 -3.42720
C: 6.13703 4.81586 0.47091
H: -6.30235 14.28939 -8.04558
H: -11.67837 0.96414 -0.22649
H: -3.59371 19.12217 10.97775
H: 5.23229 -0.34990 -6.85344
H: 3.35285 0.25106 6.46037
O: 3.49059 3.02951 -0.25169
H: -10.13729 0.17871 4.14297
H: -1.24395 -0.46655 -10.99296
C: 1.04821 -3.60299 7.59213
H: 12.27755 1.65370 -0.00888
C: 1.14006 -6.64257 -1.72470
H: 2.35918 -1.97968 0.69536
H: 4.32835 -3.63714 2.14280
C: 9.72974 4.94497 -0.15773
H: 9.65996 1.17894 0.41213
H: 2.53325 0.94454 -0.35749
O: 2.07394 -4.31028 -3.85268
H: 2.56949 -7.41035 0.37129
H: -4.12237 6.96033 -0.78754
H: 3.02928 6.63300 -1.81034
C: 9.51930 2.29674 0.37609
C: -1.83314 16.67377 11.66265
H: -0.75364 -5.00930 9.06772
C: -0.44783 -0.29091 -2.93880
H: -2.46976 19.12592 12.26016
C: 1.92122 0.03938 -0.16608
O: 0.49539 -1.92059 -5.53932
C: 7.16865 6.21772 -1.23757
C: 5.59284 -1.60221 -5.04103
C: -3.05843 -2.97525 -7.45230
N: 4.94573 6.50232 -0.68052
H: 1.05219 -2.47933 5.64284
H: -0.00627 1.15828 -1.45179
H: -4.25200 11.43592 -5.62066
H: 3.30424 0.60823 1.95807
C: -3.79872 -4.13008 -3.49054
C: -0.23130 -8.77337 -1.58026
N: -10.36644 -0.59928 -0.43749
C: 2.35830 -0.19902 6.37999
N: -7.48951 4.29031 -1.54143
H: 0.45956 -4.39635 7.07351
H: 6.13411 1.74391 -5.73904
C: -4.85759 9.96682 -3.27886
H: -2.20714 18.47125 8.96366
H: -1.20908 10.52619 10.49309
C: 5.57340 -0.45238 -5.83305
H: -8.62435 0.05553 3.26836
H: -10.54362 0.69511 -3.51027
H: -5.50549 -4.49252 1.79680
H: 3.03013 -2.09125 -5.77891
O: -4.84658 -2.97191 -0.08088
C: -1.42327 -5.36203 -0.23659
H: 3.50851 -4.38014 0.81102
C: 4.99710 -2.88179 -5.48948
O: 4.73275 3.63010 -1.86569
H: -2.88739 -4.23558 -11.91770
H: 11.33577 -9.25103 1.39020
H: -1.27493 -5.50767 0.82538
C: 2.78605 -0.98627 0.59580
H: 3.97222 -1.03348 4.80579
H: -4.31286 -6.67599 3.06074
C: 6.06396 -1.61059 -3.75102
C: -1.30013 -6.76108 -0.83560
H: -4.90237 13.02669 -7.41093
C: -1.41462 15.43707 11.15980
O: 4.46944 1.56158 -1.43099
C: -5.71584 -4.62593 2.86074
N: 3.90364 -5.30846 -6.08741
C: 9.54611 -8.13450 1.13277
N: 1.29737 9.34360 5.23977
H: -10.47620 -1.00687 -3.36417
H: -2.79191 -1.93280 4.80091
H: -5.44871 -4.23242 5.42290
C: 1.89951 -8.15127 0.66528
O: 1.82261 8.50614 4.50183
C: -0.92109 9.84243 7.87615
H: -4.00679 -2.91266 2.50623
C: 3.22516 -4.14769 -6.27128
C: -9.70330 0.07112 -1.62895
H: 3.33721 -0.20025 10.05971
H: -9.75428 1.04565 0.73673
N: -0.81696 11.16818 8.55641
H: -1.99621 9.67071 7.68104
O: 2.10888 -4.95550 2.44992
C: 7.36825 -7.03941 0.78572
H: 4.02994 5.34817 0.74183
C: -4.68267 6.58237 -1.62949
C: -9.67817 0.35021 3.19862
O: 0.21131 -5.09278 3.31711
H: -8.46968 10.51121 -5.08241
C: 5.73578 -4.08309 -5.31210
H: 3.03581 -2.70063 4.60291
H: -1.12128 -3.27746 -13.24613
N: 10.73275 2.90938 0.44605
H: -4.40537 -3.44312 -2.97126
H: 2.89111 -1.88303 -1.77290
C: -5.62927 12.42310 -6.81591
H: -4.07483 5.96594 -2.25381
H: 0.92866 -5.30690 9.61764
C: -0.82316 -1.30880 -1.82317
C: -2.02746 -3.41383 -6.70926
C: -7.29221 13.79224 -7.97531
H: -4.31567 -5.07507 -3.71143
H: -0.70664 -4.67843 -0.62069
O: -7.08728 5.14709 -0.66803
H: -9.55840 1.11688 -1.49921
N: 2.37023 -1.55775 7.02554
H: 6.83886 -0.24621 -2.22524
H: 2.35546 -6.31101 -6.92737
H: -11.46454 -0.10963 2.12888
C: 0.47079 -7.70419 0.53010
H: -8.66254 -0.33348 -1.75041
C: -0.31019 -8.71366 -3.05715
H: -2.47902 -4.29482 5.68095
C: 7.72801 -5.72312 0.64369
N: -6.93597 12.64312 -7.16049
H: 2.06597 -9.03744 0.06167
C: 6.03502 -7.35298 0.97075
H: -12.32895 -1.23367 -2.32156
C: -0.43128 12.16802 7.77141
C: 3.63983 -2.25269 6.55264
C: 6.48784 -0.35424 -3.27039
C: -5.32106 11.53599 -5.85280
C: 3.14528 -6.54654 -6.20965
C: -7.63576 10.98901 -5.59045
H: 10.03339 -7.35601 1.75908
C: -2.24702 -3.65999 -5.32366
O: 0.06061 -3.83378 -3.28141
H: -4.56064 -2.40093 4.84001
N: 5.45224 -5.10157 1.05983
H: 9.88266 5.94411 -0.56779
H: -6.86274 -5.96311 4.25108
H: 6.22448 4.17859 1.35368
C: 7.25765 5.12523 -0.29587
O: -7.40748 3.08893 -1.24479
O: 3.94731 -7.33468 -1.74534
C: 1.12617 -2.31085 6.71769
N: -2.18463 -2.32432 -11.57652
N: -3.48555 -3.52858 -4.77469
C: -6.66886 -5.82073 3.16978
H: 10.34234 -12.26436 0.99143
H: 1.69242 0.51045 6.82805
H: 0.54591 -9.46369 -1.34870
C: -4.49190 -3.07577 -5.54589
N: 7.49083 -1.11291 0.12382
H: 6.35029 2.19025 -2.46570
H: -7.79887 -5.30438 1.39384
H: -3.65101 -3.54588 6.69168
C: 4.49627 -4.02507 1.14994
H: 11.77013 1.47850 1.65380
C: 0.12875 -4.53870 9.54865
H: 1.22390 1.22639 -2.67611
H: 11.89766 -11.36452 0.58130
H: -9.25930 -2.37981 -0.47558
H: 1.93818 -1.54114 -3.11339
C: -7.92713 11.94974 -6.53679
H: 1.01781 0.34197 0.37711
O: 6.05832 -7.32128 -2.17194
C: -1.85562 -1.35767 -10.71349
H: -9.68492 1.39918 2.92684
C: -2.56046 18.97769 11.24070
H: -0.17694 -9.71075 -3.51987
O: 1.96511 9.97223 6.13158
C: 10.81522 -11.57284 0.31895
H: 8.70389 -5.50754 0.28221
C: 8.74052 -10.36430 -0.32443
H: 3.73056 -0.97986 2.52639
C: -3.46251 -3.86930 5.66082
H: 4.76311 -2.66191 4.79780
H: 2.66118 0.72788 8.87894
C: 2.45616 -1.06901 -2.30721
C: 0.40156 -1.63480 -1.02959
H: -3.57182 9.02460 -1.83706
O: 0.14682 -1.80563 -7.61862
C: 2.95598 -0.42947 2.06784
H: 4.09930 8.07760 -1.73968
C: -12.05223 -0.20829 -2.08898
H: -0.30785 9.83500 6.92526
H: 2.66105 -6.75734 -5.26692
O: 8.36023 -0.40219 -0.36442
H: 0.33371 -1.57758 6.93913